Formula: C3H5NS
Source: the OMol25 dataset
Level of theory: ωB97M-V with the def2-TZVPD basis set

The geometry in ORCA input format:
```
! RIJCOSX wB97M-V def2-TZVPD def2/J DEFGRID3
* xyz 0 1
S 2.7464 -0.0914 0.0121
C 1.0895 -0.0976 -0.0331
C -0.0530 0.9783 -0.0525
C -0.9843 -0.2493 0.0421
N 0.1996 -1.0880 -0.0264
H 0.0034 1.7014 -0.9227
H 0.0218 1.5814 0.9445
H -1.6352 -0.2791 0.9385
H -1.6456 -0.3955 -0.8002
H 0.2576 -2.0602 -0.1022
*
```

Properties
**E**: -570.2126 a.u.
**HOMO-LUMO gap**: 9.12 eV
**HOMO level**: -8.27 eV
**SMILES string**: S=C1CCN1

=====

Formula: C3H5NS
Source: the OMol25 dataset
Level of theory: ωB97M-V with the def2-TZVPD basis set

The geometry in ORCA input format:
```
! RIJCOSX wB97M-V def2-TZVPD def2/J DEFGRID3
* xyz 0 1
C -1.8970 -0.8471 -0.2405
C -0.8290 -0.3323 0.2993
C 0.3016 0.1700 0.6354
N 1.2630 0.6451 -0.2604
S 2.8671 -0.1597 -0.1202
H -2.7917 -0.2124 -0.3187
H -2.0674 -1.8942 -0.5320
H 0.6655 0.2320 1.6027
H 1.5363 1.6254 0.2127
H 0.9517 0.7733 -1.2784
*
```

Properties
**E**: -570.1172 a.u.
**HOMO-LUMO gap**: 8.11 eV
**HOMO level**: -7.82 eV
**SMILES string**: C=C=C[NH2+][S-]

=====

Formula: C3H5NS
Source: the OMol25 dataset
Level of theory: ωB97M-V with the def2-TZVPD basis set

The geometry in ORCA input format:
```
! RIJCOSX wB97M-V def2-TZVPD def2/J DEFGRID3
* xyz 0 1
C 0.6738 1.5527 -0.1597
C -2.1995 0.7646 0.1636
C 2.2643 -0.4757 -0.0563
N 1.2706 0.5776 -0.0763
S -2.9221 -0.6233 -0.1094
H -2.6898 1.5266 0.6617
H -1.1464 1.0429 0.0101
H 3.2633 -0.0156 -0.0830
H 2.0777 -0.9652 0.8313
H 2.2087 -1.1949 -0.9513
*
```

Properties
**E**: -570.1451 a.u.
**HOMO-LUMO gap**: 8.50 eV
**HOMO level**: -8.47 eV

=====

Formula: C3H5NS
Source: the OMol25 dataset
Level of theory: ωB97M-V with the def2-TZVPD basis set

The geometry in ORCA input format:
```
! RIJCOSX wB97M-V def2-TZVPD def2/J DEFGRID3
* xyz 0 1
C -1.3728 -0.3887 1.3200
C -1.8450 -0.1988 -0.0276
N -2.2587 -0.1188 -1.0938
H -0.2967 -0.2862 1.1929
H -1.8032 0.5568 1.8042
H -1.7595 -1.2737 1.7018
C 2.3528 0.5030 -1.2805
S 2.3329 -0.8930 -0.5545
H 2.3177 1.4812 -0.6705
H 2.3325 0.6183 -2.3919
*
```

Properties
**E**: -570.1859 a.u.
**HOMO-LUMO gap**: 8.61 eV
**HOMO level**: -9.06 eV
**SMILES string**: CC#N.C=S

=====

Formula: C3H5NS
Source: the OMol25 dataset
Level of theory: ωB97M-V with the def2-TZVPD basis set

The geometry in ORCA input format:
```
! RIJCOSX wB97M-V def2-TZVPD def2/J DEFGRID3
* xyz 0 1
C -1.0230 -0.2939 0.0536
C 0.8293 1.7555 1.5891
C -0.7595 -1.0980 -1.1150
N -1.2287 0.1730 1.0865
S 1.8191 0.6841 0.7503
H 1.0736 0.6710 -0.4693
H 1.4610 2.0202 2.3540
H 0.2854 -1.5220 -1.0615
H -1.6176 -1.8374 -1.1348
H -0.8396 -0.5525 -2.0530
*
```

Properties
**E**: -570.0967 a.u.
**HOMO-LUMO gap**: 8.68 eV
**HOMO level**: -8.71 eV

=====

Formula: C3H5NS
Source: the OMol25 dataset
Level of theory: ωB97M-V with the def2-TZVPD basis set

The geometry in ORCA input format:
```
! RIJCOSX wB97M-V def2-TZVPD def2/J DEFGRID3
* xyz 0 1
S 2.4717 -0.0055 0.0321
C 0.8920 -0.0206 -0.0852
C -0.1633 1.0832 0.0820
N -1.1229 0.0127 0.1304
C -0.1804 -1.0384 0.0502
H 0.1029 1.6417 0.9548
H -0.0642 1.7813 -0.8148
H -1.7934 -0.0830 -0.6141
H -0.1798 -1.7103 -0.7491
H 0.0373 -1.6612 1.0138
*
```

Properties
**E**: -570.1666 a.u.
**HOMO-LUMO gap**: 8.56 eV
**HOMO level**: -8.62 eV
**SMILES string**: S=C1CNC1

=====

Formula: C3H5NS2
Source: the OMol25 dataset
Level of theory: ωB97M-V with the def2-TZVPD basis set

The geometry in ORCA input format:
```
! RIJCOSX wB97M-V def2-TZVPD def2/J DEFGRID3
* xyz 0 1
C 0.6490 1.1468 -0.0068
N -0.0965 -0.1151 -0.0028
C 0.6121 -1.3049 -0.0025
S 2.2243 -1.4427 0.0003
C -1.4651 -0.0841 0.0017
S -2.5128 -1.3363 -0.0015
H -0.0544 1.9671 0.0184
H 1.2843 1.1924 -0.8977
H 1.2472 1.2107 0.9006
H -0.0491 -2.1841 -0.0014
H -1.8390 0.9502 -0.0085
*
```

Properties
**E**: -968.4170 a.u.
**HOMO-LUMO gap**: 7.88 eV
**HOMO level**: -8.75 eV
**SMILES string**: CN(C=S)C=S

=====

Formula: C3H5NaO3
Source: the OMol25 dataset
Level of theory: ωB97M-V with the def2-TZVPD basis set

The geometry in ORCA input format:
```
! RIJCOSX wB97M-V def2-TZVPD def2/J DEFGRID3
* xyz 0 1
H -1.8963 0.8802 -1.3794
C -1.7875 0.2703 -0.4708
C -1.7458 1.0901 0.7921
O -0.2985 1.4502 0.7989
C 0.3107 0.4669 0.1052
O 1.1190 0.4920 -0.8428
Na -0.3386 -2.2362 -0.8109
O 0.3682 -0.7344 0.8329
H -2.7238 -0.3113 -0.4624
H -1.9584 0.5373 1.7173
H -2.2383 2.0719 0.7440
H 1.1964 -0.7859 1.3216
*
```

Properties
**E**: -505.2560 a.u.
**HOMO-LUMO gap**: 5.81 eV
**HOMO level**: -6.88 eV

=====

Formula: C3H5O2
Source: the OMol25 dataset
Level of theory: ωB97M-V with the def2-TZVPD basis set

The geometry in ORCA input format:
```
! RIJCOSX wB97M-V def2-TZVPD def2/J DEFGRID3
* xyz -1 1
O -1.4329 1.4319 -0.4420
C -0.3213 0.9225 -0.0962
C -0.1990 -0.0820 1.0546
O 0.1289 -1.2658 0.3668
C 0.5021 -0.7643 -0.9364
H 0.5640 1.6064 -0.1153
H -1.1828 -0.2001 1.5468
H 0.5659 0.2009 1.8004
H 1.3465 -1.3922 -1.2892
H 0.0286 -0.4573 -1.8896
*
```

Properties
**E**: -267.6655 a.u.
**HOMO-LUMO gap**: 6.28 eV
**HOMO level**: -1.69 eV

=====

Formula: C3H5O2
Source: the OMol25 dataset
Level of theory: ωB97M-V with the def2-TZVPD basis set

The geometry in ORCA input format:
```
! RIJCOSX wB97M-V def2-TZVPD def2/J DEFGRID3
* xyz 1 1
C -0.0253 0.8918 -0.1440
C 1.4146 0.2722 -0.1095
C -1.2114 -1.0891 0.1336
O 1.5762 -0.8892 0.0243
O -0.9096 -0.1032 -0.5606
H -0.0890 1.7263 -0.8476
H 2.1967 1.0322 -0.2089
H -0.2071 1.2320 0.8838
H -1.7938 -1.8672 -0.3594
H -0.9511 -1.2060 1.1884
*
```

Properties
**E**: -267.4318 a.u.
**HOMO-LUMO gap**: 9.20 eV
**HOMO level**: -15.71 eV

=====

Formula: C3H5O2Pd
Source: the OMol25 dataset
Level of theory: ωB97M-V with the def2-TZVPD basis set

The geometry in ORCA input format:
```
! RIJCOSX wB97M-V def2-TZVPD def2/J DEFGRID3
* xyz 0 4
H 1.1893 1.6224 0.7147
O 0.0533 -0.8621 -0.3471
C -0.0189 0.2877 -0.9194
O -1.2225 0.8237 -0.7667
C -1.8049 0.9611 0.4787
H -2.6655 1.6250 0.4527
H -1.9656 0.0236 1.0080
C 1.4855 -1.2689 -0.1445
H 1.4851 -1.7326 0.8535
H 1.6547 -2.0738 -0.8752
Pd 1.8095 0.5937 -0.4547
*
```

Properties
**E**: -395.3584 a.u.
**HOMO-LUMO gap (alpha / beta)**: 8.19 / 8.66 eV
**HOMO level (alpha / beta)**: -7.75 / -9.65 eV

=====

Formula: C3H5O2Se
Source: the OMol25 dataset
Level of theory: ωB97M-V with the def2-TZVPD basis set

The geometry in ORCA input format:
```
! RIJCOSX wB97M-V def2-TZVPD def2/J DEFGRID3
* xyz -1 1
C -1.2011 0.6244 -2.8818
C 0.4236 -0.9036 3.1503
C 0.1128 0.9011 -2.3169
O -2.3721 0.8641 -2.9751
O -0.2531 -0.1155 -3.3752
Se 1.6924 -0.5215 1.7739
H 0.4244 -1.9403 3.6128
H 0.6519 -0.3024 4.1558
H -0.5606 -0.6666 2.8253
H 0.6640 1.7247 -2.5569
H 0.4178 0.3355 -1.4123
*
```

Properties
**E**: -2669.1839 a.u.
**HOMO-LUMO gap**: 5.50 eV
**HOMO level**: -2.30 eV

=====

Respective max |F| values: 2.7 4.7 2.8 4.0 3.3 3.7 0.6 2.9 2.6 2.0 5.9 4.1 eV/Å.